{"formula": "C28H80O12", "method": "wB97M-V/def2-TZVPD", "charge": -1, "homo_energy_ev": [0.598, -7.481], "homo_lumo_gap_ev": [1.530, 9.563], "e_above_lowest_kj_mol": 236.7, "total_energy_ev": -54897.79712, "spin_multiplicity": 2, "species": ["H", "C", "H", "C", "H", "H", "H", "C", "H", "H", "C", "O", "H", "C", "H", "H", "H", "H", "C", "H", "O", "H", "H", "H", "C", "H", "C", "C", "H", "H", "H", "H", "H", "H", "H", "H", "H", "O", "H", "H", "H", "C", "H", "H", "H", "O", "C", "C", "H", "H", "O", "O", "H", "O", "O", "H", "H", "H", "H", "C", "H", "H", "H", "H", "H", "H", "H", "C", "H", "H", "H", "C", "H", "O", "H", "H", "C", "H", "H", "C", "H", "H", "H", "C", "C", "H", "H", "H", "H", "H", "O", "H", "O", "C", "H", "H", "C", "H", "H", "H", "H", "C", "H", "H", "H", "C", "C", "C", "H", "O", "C", "H", "H", "H", "H", "C", "H", "H", "H", "C"], "positions_angstrom": [[2.63411, 2.68921, -5.00977], [-0.05430, 0.05562, 0.41582], [4.58536, -1.53209, 3.59007], [0.34166, -5.05516, 1.18643], [-2.02508, -0.52176, -4.78015], [5.54928, -3.01010, -2.45413], [-2.61161, 2.95300, -1.27756], [3.70677, 3.11625, -0.56214], [-3.58612, 4.24390, 0.63197], [1.81115, -5.99977, -0.17136], [3.39598, -2.91875, -1.71650], [3.71655, 2.24965, -3.50686], [0.35536, 1.07586, 7.59673], [-1.12238, 1.11919, 6.05223], [4.50292, 0.97813, 4.31133], [-4.73050, 0.02583, -1.53582], [-0.52785, -2.26887, -4.24096], [-4.62027, 3.91346, -4.60714], [-2.86422, 3.28564, -2.28436], [0.01617, -5.18978, 2.21796], [3.69625, 0.79434, 3.82441], [2.39011, 1.50775, 5.98469], [2.72199, -0.33152, -4.15146], [-2.64437, 4.35262, -2.32097], [-5.21629, -0.70232, 1.90385], [-4.53687, 4.66699, 2.84889], [0.31247, 0.93221, 6.51708], [1.62535, -5.88944, 0.89701], [4.39781, -1.96675, -3.28515], [0.03039, -0.91091, 6.68235], [-3.18076, 2.96363, 1.74624], [-3.12685, 0.00806, -3.50844], [-0.47651, -6.57975, 0.40855], [4.28652, 1.69895, 1.97477], [-2.07537, 4.28373, 1.35860], [4.22969, 3.31346, 0.37368], [-6.16404, -1.22346, 1.76860], [3.63031, -3.39236, -0.42175], [1.52957, -3.37143, 0.72281], [-6.01281, 4.13671, -3.59528], [-1.36731, 0.35586, -3.44727], [1.36488, 1.86470, 5.88660], [-1.84544, 0.36782, 6.36961], [-4.64246, -1.56423, 2.24434], [-5.57130, -1.20979, -0.79263], [0.80338, -0.38166, 6.47266], [0.47067, -3.49424, 0.95029], [2.87384, 0.47994, -4.86321], [-0.24454, -0.91906, 2.35195], [-5.40072, 1.76936, -0.15616], [-0.59441, -5.63471, 0.28775], [1.30184, 0.19987, 0.45431], [2.52023, -5.52736, 1.40317], [-2.99905, -2.49436, -2.88230], [3.39773, 1.73753, -0.79303], [1.58515, -6.93920, 1.18764], [3.53823, 2.09610, -2.57615], [5.43693, -2.06273, 2.23050], [3.54958, -2.68610, 0.22345], [-0.69411, -0.06715, 1.84181], [1.08722, 2.78652, -2.87795], [1.68322, -0.56623, 0.88932], [-3.81281, -1.25817, -0.76472], [-1.20637, 1.02910, 4.96920], [3.36662, -0.63494, 2.21614], [-1.83085, 1.18892, -0.13209], [-0.51102, -3.28324, -2.69274], [-1.91018, -1.60673, -2.88041], [-4.61441, 5.07339, -3.38415], [2.60795, 1.77398, 2.36640], [-4.27489, 1.91646, -2.92601], [-4.72099, 0.12982, 0.68525], [4.39751, 3.39613, -1.35754], [-3.63749, 4.88745, 2.59568], [-4.95091, 4.16467, -1.14775], [-0.52639, 1.32164, -1.28612], [3.59934, 1.75459, 2.81903], [4.01693, -3.04616, 2.92273], [-5.33121, -0.12159, 2.81907], [-4.92691, 4.04574, -3.56956], [3.84926, 0.31055, -5.31925], [1.28380, 2.95143, 5.90965], [-1.76185, -1.19144, -1.88359], [2.90601, -4.16022, -2.47763], [1.32873, 1.90411, -3.47050], [-1.49122, 2.08589, 6.39506], [-0.26536, -3.11978, 0.23885], [4.99423, -1.47671, -1.74766], [-3.15531, -2.91187, -2.03209], [1.20887, 1.05720, -2.79486], [-5.55331, 1.25760, 0.64160], [-2.17507, 2.80616, -2.97952], [-5.03163, 3.23664, -1.37980], [-0.54196, -2.29491, -3.15137], [0.20239, -1.57668, -2.80759], [2.10527, -4.52259, -1.83294], [-4.31798, 2.95022, -2.58309], [-0.36502, 2.13360, 0.27620], [2.80179, 3.72324, -0.58783], [0.58714, 1.86328, -4.26828], [-0.26885, -0.79299, -0.23374], [-4.67680, -0.60399, -0.64782], [2.50485, -3.88586, -3.45327], [-1.76262, -0.27167, 1.90937], [-3.69657, 0.44579, 0.88230], [-0.74581, 1.24171, -0.22143], [2.64602, 1.87661, -4.28337], [-3.11190, 4.04048, 1.59210], [2.17862, 0.36322, -5.69455], [3.56447, -1.45003, 1.74918], [4.68741, -2.35855, -2.31008], [3.72217, 2.74674, 3.25337], [2.68442, -2.13781, -1.44835], [0.38371, -3.14090, 1.97775], [1.20876, 1.78607, 4.81072], [4.43390, -2.07476, 2.65698], [3.68105, -4.92305, -2.55193], [-0.50503, 0.75003, 2.53793], [2.71426, 1.40284, -0.20782], [-2.12783, -0.38153, -3.70410]], "lowdin_spin": [0.000, 0.002, 0.016, 0.009, 0.000, 0.000, 0.000, 0.034, 0.002, 0.000, 0.001, 0.002, 0.002, 0.025, 0.070, 0.000, 0.000, 0.001, 0.007, 0.005, 0.135, 0.015, 0.000, 0.005, 0.012, 0.005, 0.018, 0.007, 0.000, 0.008, 0.003, 0.000, 0.001, 0.014, 0.012, 0.008, 0.001, 0.003, 0.001, 0.001, 0.000, 0.053, 0.007, 0.006, 0.001, 0.030, 0.007, 0.001, 0.006, 0.000, 0.005, 0.007, 0.002, 0.003, 0.007, 0.001, 0.000, 0.010, 0.001, 0.013, 0.003, 0.002, 0.001, 0.003, 0.007, 0.000, 0.000, 0.001, 0.002, 0.007, 0.000, 0.002, 0.001, 0.011, 0.003, 0.000, 0.110, 0.007, 0.004, 0.006, 0.000, 0.017, 0.000, 0.001, 0.005, 0.005, 0.001, 0.002, 0.002, 0.000, 0.003, 0.001, 0.006, 0.001, 0.000, 0.000, 0.002, 0.006, 0.011, 0.001, 0.000, 0.004, 0.000, 0.003, 0.001, 0.005, 0.001, 0.031, 0.000, 0.016, 0.003, 0.034, 0.001, 0.006, 0.008, 0.059, 0.000, 0.005, 0.001, 0.002]}